Density functional theory data (ωB97M-V with the def2-TZVPD basis set) for C5H5FO in the gas phase.

Output
* LUMO level: -0.83 eV
* highest occupied orbital energy: -0.3522 Ha
* SMILES string: CC(=O)C=C=CF
* energy relative to the best compared isomer or geometry (same formula, charge and spin): 3.508 eV
* net charge: 0
* calculated total energy: -368.46961 Ha

XYZ file:
```
12
Properties=species:S:1:pos:R:3:forces:R:3
C 0.0053 1.5099 0.4991 -2.6 0.4 -0.5
C 1.2484 0.8552 0.8677 -0.6 -2.4 2.0
O 2.1680 1.4993 1.2556 1.4 -0.4 -0.2
C 1.1470 -0.7927 1.2805 3.8 2.9 -2.2
C 0.3653 -1.5003 0.5415 -1.8 -0.8 0.3
C -0.7412 -1.9857 0.0493 -2.1 2.9 0.8
F -1.9654 -1.3943 0.8788 2.6 -2.2 -2.1
H -0.1756 1.7585 -0.5635 0.4 -0.4 0.4
H -0.8840 0.9201 0.8702 0.9 0.7 -0.4
H 0.0894 2.4648 1.0208 -0.4 0.0 -0.1
H 2.2078 -1.0609 1.5166 -1.4 -0.3 1.0
H -0.9483 -2.1265 -1.0236 -0.4 -0.3 1.0
```
Forces are in eV/Å.